(1)
{
  "formula": "C30H46N8O6V",
  "method": "wB97M-V/def2-TZVPD",
  "spin_multiplicity": 2,
  "total_charge": 2,
  "max_force_ev_per_a": 8.9,
  "total_energy_ha": -3003.5809,
  "species": ["V", "C", "C", "C", "C", "C", "C", "N", "C", "C", "N", "C", "C", "O", "O", "C", "C", "C", "C", "C", "C", "N", "C", "C", "N", "C", "C", "O", "O", "H", "H", "H", "H", "H", "H", "H", "H", "H", "H", "H", "H", "H", "H", "H", "H", "H", "H", "H", "H", "H", "H", "H", "H", "H", "H", "H", "H", "H", "H", "H", "H", "H", "H", "H", "H", "H", "H", "H", "N", "C", "C", "C", "C", "C", "C", "C", "N", "C", "C", "N", "C", "H", "H", "H", "H", "H", "H", "H", "O", "N", "O"],
  "positions_angstrom": [[13.247, -11.272, 5.086], [12.808, -14.329, 10.505], [12.133, -13.197, 9.695], [12.969, -11.907, 9.855], [12.448, -10.672, 10.700], [12.238, -11.087, 12.203], [13.406, -9.541, 10.540], [11.097, -10.190, 10.190], [10.543, -8.825, 10.576], [10.418, -7.909, 9.294], [10.394, -8.623, 7.960], [11.401, -8.272, 7.020], [12.014, -9.513, 6.384], [13.192, -9.393, 5.818], [11.512, -10.658, 6.276], [9.019, -8.716, 7.409], [8.931, -8.880, 5.915], [8.032, -9.681, 8.131], [7.931, -11.172, 7.825], [6.800, -11.605, 8.793], [7.571, -11.615, 6.378], [9.151, -11.880, 8.182], [9.186, -13.294, 8.446], [10.470, -14.162, 8.082], [11.837, -13.635, 8.303], [12.903, -14.163, 7.443], [14.128, -13.197, 7.383], [15.216, -13.303, 7.990], [14.110, -12.294, 6.407], [12.784, -14.143, 11.580], [13.876, -14.504, 10.269], [12.241, -15.267, 10.366], [11.086, -13.044, 10.063], [13.186, -11.386, 8.913], [13.958, -12.113, 10.227], [13.190, -11.553, 12.577], [11.362, -11.804, 12.260], [12.014, -10.164, 12.803], [14.303, -9.737, 11.175], [13.025, -8.529, 10.867], [13.710, -9.445, 9.445], [10.365, -10.895, 10.341], [11.081, -10.095, 9.160], [11.128, -8.304, 11.326], [9.537, -8.969, 11.018], [11.223, -7.111, 9.292], [9.401, -7.423, 9.395], [12.300, -7.870, 7.532], [11.112, -7.590, 6.199], [8.556, -7.703, 7.512], [9.433, -9.818, 5.607], [9.327, -8.032, 5.381], [7.860, -8.960, 5.701], [7.065, -9.247, 8.064], [8.183, -9.656, 9.201], [5.846, -11.092, 8.490], [7.015, -11.344, 9.863], [6.661, -12.682, 8.698], [6.691, -11.080, 5.969], [7.318, -12.699, 6.429], [8.394, -11.516, 5.626], [9.933, -11.506, 7.679], [8.373, -13.733, 7.860], [8.915, -13.556, 9.517], [10.397, -14.475, 7.016], [10.382, -15.063, 8.724], [12.533, -14.178, 6.412], [13.292, -15.174, 7.653], [23.083, -13.576, 3.337], [21.982, -13.262, 3.002], [20.609, -12.879, 2.973], [19.984, -12.429, 4.107], [18.586, -12.228, 4.106], [17.893, -12.412, 2.881], [18.507, -13.106, 1.813], [19.914, -13.126, 1.770], [16.555, -11.860, 2.800], [15.602, -12.041, 1.813], [14.401, -11.575, 2.328], [14.693, -11.131, 3.629], [15.943, -11.348, 3.858], [20.581, -12.229, 5.038], [18.071, -11.953, 5.011], [17.970, -13.472, 0.904], [20.477, -13.394, 0.883], [15.850, -12.534, 0.866], [13.394, -11.617, 1.969], [16.377, -11.145, 4.811], [9.283, -11.595, 2.677], [10.058, -12.366, 2.990], [12.306, -12.008, 3.950]]
}

***

(2)
{
  "formula": "C51H60N6O17",
  "method": "wB97M-V/def2-TZVPD",
  "spin_multiplicity": 1,
  "smiles": "O=[N+]([O-])c1ccccc1.O=[N+]([O-])c1ccccc1.O=[N+]([O-])c1ccccc1.O=[N+]([O-])c1ccccc1.O=[N+]([O-])c1ccccc1.O=[N+]([O-])c1ccccc1.CC(C)=O.CC(C)=O.CC(C)=O.CC(C)=O.CC(C)=O",
  "max_force_ev_per_a": 5.2,
  "total_energy_ha": -3586.2839,
  "species": ["C", "C", "C", "C", "C", "C", "N", "O", "O", "H", "H", "H", "H", "H", "C", "C", "C", "C", "C", "C", "N", "O", "O", "H", "H", "H", "H", "H", "C", "C", "C", "C", "C", "C", "N", "O", "O", "H", "H", "H", "H", "H", "C", "C", "C", "C", "C", "C", "N", "O", "O", "H", "H", "H", "H", "H", "C", "C", "C", "C", "C", "C", "N", "O", "O", "H", "H", "H", "H", "H", "C", "C", "C", "C", "C", "C", "N", "O", "O", "H", "H", "H", "H", "H", "C", "C", "O", "C", "H", "H", "H", "H", "H", "H", "C", "C", "O", "C", "H", "H", "H", "H", "H", "H", "C", "C", "O", "C", "H", "H", "H", "H", "H", "H", "C", "C", "O", "C", "H", "H", "H", "H", "H", "H", "C", "C", "O", "C", "H", "H", "H", "H", "H", "H"],
  "positions_angstrom": [[-6.702, 2.891, -2.520], [-5.621, 3.432, -3.078], [-4.343, 3.173, -2.492], [-4.170, 2.285, -1.383], [-5.348, 1.697, -0.936], [-6.593, 1.959, -1.513], [-2.902, 1.984, -0.711], [-1.877, 2.314, -1.311], [-3.009, 1.371, 0.379], [-7.656, 3.156, -2.950], [-5.637, 4.244, -3.790], [-3.403, 3.512, -2.901], [-5.429, 1.040, -0.083], [-7.487, 1.542, -1.073], [-1.318, -3.632, 2.919], [-1.859, -3.009, 4.003], [-1.129, -2.869, 5.278], [0.173, -3.258, 5.270], [0.692, -3.926, 4.135], [0.038, -3.964, 2.958], [0.983, -3.142, 6.519], [0.433, -3.575, 7.523], [2.084, -2.678, 6.409], [-2.033, -3.801, 2.128], [-2.843, -2.564, 3.990], [-1.611, -2.443, 6.145], [1.644, -4.410, 4.295], [0.490, -4.431, 2.095], [-0.348, 0.554, 4.502], [-1.248, 1.613, 4.815], [-1.314, 2.130, 6.138], [-0.368, 1.724, 7.075], [0.542, 0.733, 6.747], [0.511, 0.090, 5.484], [-0.177, 2.531, 8.246], [0.810, 2.265, 8.928], [-0.906, 3.508, 8.422], [-0.326, 0.205, 3.480], [-1.849, 2.045, 4.029], [-2.033, 2.874, 6.446], [1.251, 0.413, 7.497], [1.191, -0.727, 5.291], [-7.756, -1.608, -1.533], [-7.632, -1.100, -0.198], [-6.407, -1.234, 0.396], [-5.353, -1.890, -0.259], [-5.445, -2.304, -1.552], [-6.647, -2.279, -2.175], [-4.100, -1.961, 0.524], [-3.849, -1.173, 1.367], [-3.330, -2.850, 0.244], [-8.745, -1.626, -1.967], [-8.471, -0.838, 0.429], [-6.388, -1.045, 1.459], [-4.556, -2.705, -2.016], [-7.074, -2.624, -3.105], [-0.529, 1.700, -5.748], [-1.784, 1.552, -5.023], [-2.115, 0.320, -4.422], [-1.382, -0.815, -4.702], [-0.274, -0.670, -5.563], [0.115, 0.572, -6.098], [-1.734, -2.156, -4.202], [-2.602, -2.369, -3.313], [-1.081, -3.069, -4.703], [-0.150, 2.687, -5.966], [-2.233, 2.489, -4.726], [-2.999, 0.330, -3.802], [0.354, -1.495, -5.867], [0.982, 0.512, -6.739], [5.788, 2.122, 1.245], [6.718, 2.695, 0.442], [6.804, 2.406, -0.926], [5.818, 1.609, -1.517], [4.870, 1.023, -0.748], [4.839, 1.240, 0.645], [5.990, 1.144, -2.932], [7.042, 1.359, -3.504], [5.077, 0.518, -3.492], [5.726, 2.352, 2.298], [7.458, 3.400, 0.793], [7.507, 2.912, -1.572], [4.141, 0.325, -1.130], [4.031, 0.809, 1.217], [1.077, 4.005, -0.943], [1.084, 4.791, -2.266], [2.098, 4.944, -2.882], [-0.133, 5.622, -2.617], [0.553, 4.629, -0.219], [2.122, 3.812, -0.700], [0.590, 3.031, -0.998], [0.098, 6.584, -2.161], [-0.991, 5.133, -2.156], [-0.199, 5.705, -3.702], [5.177, -4.743, 0.252], [3.898, -3.909, 0.273], [2.825, -4.239, 0.736], [4.078, -2.656, -0.613], [4.923, -5.774, 0.495], [5.985, -4.434, 0.915], [5.532, -4.675, -0.777], [3.112, -2.455, -1.076], [4.807, -2.800, -1.411], [4.405, -1.810, -0.009], [2.897, 3.073, 5.218], [3.084, 2.471, 3.756], [3.939, 1.580, 3.656], [2.073, 2.739, 2.685], [2.424, 2.280, 5.798], [2.138, 3.852, 5.283], [3.871, 3.291, 5.656], [1.864, 3.794, 2.508], [1.071, 2.316, 2.762], [2.508, 2.419, 1.738], [-0.778, -0.897, 0.387], [0.501, -0.203, -0.209], [1.294, 0.365, 0.530], [0.684, -0.277, -1.721], [-1.330, -1.278, -0.473], [-1.361, -0.213, 1.003], [-0.446, -1.662, 1.089], [-0.232, -0.391, -2.300], [1.302, -1.170, -1.817], [1.219, 0.605, -2.074], [1.442, -4.833, -5.718], [2.482, -3.711, -5.598], [2.956, -3.319, -6.666], [2.449, -2.947, -4.299], [0.451, -4.547, -5.365], [1.671, -5.729, -5.141], [1.253, -5.205, -6.725], [2.277, -3.634, -3.470], [1.855, -2.046, -4.454], [3.472, -2.605, -4.142]]
}

***

(3)
{
  "formula": "C2H4ClI",
  "method": "wB97M-V/def2-TZVPD",
  "spin_multiplicity": 1,
  "smiles": "ClCCI",
  "max_force_ev_per_a": 2.2,
  "total_energy_ha": -836.4781,
  "species": ["Cl", "I", "C", "C", "H", "H", "H", "H"],
  "positions_angstrom": [[1.591, 0.705, 1.399], [-1.917, -0.645, -1.538], [0.754, -0.127, -0.045], [-0.695, 0.147, 0.106], [1.098, 0.393, -0.962], [1.110, -1.207, -0.019], [-0.952, -0.440, 1.001], [-0.990, 1.175, 0.060]]
}

***

(4)
{
  "formula": "C17H19NO3",
  "method": "wB97M-V/def2-TZVPD",
  "spin_multiplicity": 1,
  "smiles": "COc1cc2c(cc1OC)[C@@H](c1ccc(O)cc1)NCC2",
  "max_force_ev_per_a": 0.5,
  "total_energy_ha": -939.6558,
  "species": ["C", "H", "H", "H", "O", "C", "C", "C", "C", "C", "C", "O", "C", "H", "H", "H", "H", "C", "N", "H", "C", "C", "H", "H", "H", "H", "C", "C", "C", "C", "C", "C", "H", "H", "O", "H", "H", "H", "H", "H"],
  "positions_angstrom": [[4.211, 0.983, -2.944], [3.999, 2.040, -3.141], [4.679, 0.887, -1.958], [4.894, 0.607, -3.704], [3.055, 0.194, -3.050], [2.016, 0.453, -2.205], [2.002, 1.438, -1.237], [0.895, 1.632, -0.411], [-0.219, 0.827, -0.573], [-0.215, -0.171, -1.548], [0.880, -0.374, -2.362], [0.974, -1.324, -3.336], [-0.114, -2.194, -3.519], [0.183, -2.870, -4.319], [-0.324, -2.774, -2.614], [-1.018, -1.653, -3.820], [-1.094, -0.790, -1.643], [-1.439, 0.990, 0.306], [-1.481, 2.275, 1.001], [-1.692, 3.013, 0.333], [-0.210, 2.561, 1.636], [0.921, 2.733, 0.617], [0.805, 3.695, 0.104], [1.888, 2.748, 1.124], [0.013, 1.726, 2.306], [-0.321, 3.466, 2.239], [-1.544, -0.109, 1.349], [-0.498, -0.975, 1.640], [-0.630, -1.942, 2.618], [-1.817, -2.054, 3.333], [-2.865, -1.185, 3.054], [-2.725, -0.225, 2.072], [-3.537, 0.455, 1.865], [-3.791, -1.265, 3.610], [-1.910, -3.020, 4.290], [-2.778, -2.979, 4.708], [0.179, -2.618, 2.846], [0.431, -0.898, 1.096], [-2.338, 0.937, -0.321], [2.859, 2.079, -1.098]]
}

***

(5)
{
  "formula": "C37H61AsBaN4O9SSi3",
  "method": "wB97M-V/def2-TZVPD",
  "spin_multiplicity": 1,
  "total_charge": -2,
  "max_force_ev_per_a": 1.5,
  "total_energy_ha": -5870.9926,
  "species": ["Ba", "O", "C", "O", "C", "N", "C", "C", "N", "C", "C", "N", "C", "C", "N", "C", "C", "C", "C", "O", "O", "C", "C", "O", "O", "C", "C", "O", "O", "H", "H", "H", "H", "H", "H", "H", "H", "H", "H", "H", "H", "H", "H", "H", "H", "H", "H", "H", "H", "H", "H", "H", "H", "C", "Si", "C", "C", "As", "Si", "C", "C", "C", "Si", "C", "C", "C", "H", "H", "H", "H", "H", "H", "H", "H", "H", "H", "H", "H", "H", "H", "H", "H", "H", "H", "H", "H", "H", "H", "H", "H", "H", "H", "H", "O", "S", "C", "C", "C", "C", "C", "C", "C", "C", "C", "C", "C", "C", "H", "H", "H", "H", "H", "H", "H", "H", "H", "H"],
  "positions_angstrom": [[0.433, -1.659, -0.773], [0.594, -1.560, 3.801], [0.135, -1.506, 2.643], [0.695, -1.053, 1.603], [-1.317, -1.981, 2.441], [-1.515, -2.903, 1.321], [-1.064, -4.248, 1.660], [0.448, -4.421, 1.727], [1.124, -4.212, 0.446], [0.968, -5.373, -0.429], [1.153, -5.120, -1.924], [0.275, -4.097, -2.485], [-1.095, -4.563, -2.675], [-2.151, -3.459, -2.771], [-2.278, -2.673, -1.544], [-3.064, -3.397, -0.554], [-2.903, -2.887, 0.869], [-2.808, -1.324, -1.801], [-2.425, -0.208, -0.784], [-3.327, 0.232, -0.029], [-1.244, 0.226, -0.868], [0.828, -3.562, -3.732], [0.213, -2.215, -4.180], [-0.092, -2.105, -5.380], [0.116, -1.341, -3.269], [2.539, -3.876, 0.671], [3.317, -3.408, -0.588], [4.433, -3.921, -0.769], [2.733, -2.540, -1.303], [-1.893, -1.074, 2.229], [-1.678, -2.420, 3.385], [-1.467, -4.939, 0.917], [-1.485, -4.554, 2.635], [0.658, -5.431, 2.123], [0.860, -3.719, 2.449], [-0.033, -5.778, -0.266], [1.677, -6.170, -0.139], [1.013, -6.091, -2.437], [2.178, -4.814, -2.114], [-1.346, -5.223, -1.841], [-1.168, -5.175, -3.593], [-3.111, -3.941, -3.031], [-1.909, -2.791, -3.591], [-2.767, -4.447, -0.594], [-4.137, -3.365, -0.816], [-3.549, -3.498, 1.527], [-3.267, -1.861, 0.919], [-3.907, -1.333, -1.863], [-2.385, -0.983, -2.748], [0.711, -4.284, -4.555], [1.891, -3.369, -3.566], [3.077, -4.734, 1.098], [2.567, -3.045, 1.385], [-2.062, 1.011, 5.190], [-2.734, 1.952, 3.714], [-3.293, 3.632, 4.355], [-4.286, 1.077, 3.150], [-1.127, 1.859, 2.011], [-1.882, 3.703, 0.764], [-1.662, 5.422, 1.499], [-0.979, 3.763, -0.874], [-3.706, 3.506, 0.388], [0.669, 2.817, 3.210], [0.435, 4.431, 4.160], [1.991, 3.100, 1.907], [1.364, 1.632, 4.478], [-2.890, 0.647, 5.807], [-1.431, 1.653, 5.813], [-1.451, 0.153, 4.886], [-3.916, 3.481, 5.244], [-3.894, 4.160, 3.607], [-2.453, 4.275, 4.628], [-5.051, 1.148, 3.931], [-4.082, 0.021, 2.947], [-4.680, 1.500, 2.223], [-0.604, 5.691, 1.576], [-2.119, 5.528, 2.486], [-2.141, 6.137, 0.818], [0.069, 4.058, -0.743], [-1.468, 4.493, -1.528], [-0.998, 2.776, -1.350], [-4.334, 3.999, 1.137], [-3.960, 2.442, 0.337], [-3.919, 3.954, -0.588], [0.058, 5.261, 3.560], [1.413, 4.717, 4.568], [-0.244, 4.285, 5.006], [1.689, 3.845, 1.161], [2.178, 2.151, 1.391], [2.929, 3.432, 2.365], [0.916, 1.796, 5.462], [2.441, 1.819, 4.562], [1.227, 0.578, 4.207], [2.306, 0.452, -0.850], [1.985, 1.740, -1.512], [3.565, 2.589, -1.706], [3.599, 3.961, -1.882], [4.822, 4.592, -2.071], [5.994, 3.845, -2.068], [5.943, 2.469, -1.861], [4.725, 1.835, -1.676], [1.885, 1.380, -3.272], [1.307, 2.307, -4.120], [1.256, 2.032, -5.479], [1.769, 0.833, -5.961], [2.335, -0.090, -5.091], [2.392, 0.175, -3.731], [2.676, 4.534, -1.866], [4.860, 5.665, -2.214], [6.949, 4.336, -2.213], [6.857, 1.888, -1.848], [4.653, 0.766, -1.493], [0.886, 3.226, -3.721], [0.794, 2.741, -6.157], [1.695, 0.599, -7.017], [2.691, -1.040, -5.467], [2.791, -0.552, -3.026]]
}

***

(6)
{
  "formula": "C5H9N",
  "method": "wB97M-V/def2-TZVPD",
  "spin_multiplicity": 1,
  "smiles": "CC(C)CC#N",
  "max_force_ev_per_a": 1.2,
  "total_energy_ha": -250.6625,
  "species": ["C", "C", "C", "C", "C", "N", "H", "H", "H", "H", "H", "H", "H", "H", "H"],
  "positions_angstrom": [[1.391, 0.479, -0.453], [0.229, 0.228, 0.509], [-0.954, 1.176, 0.233], [-0.206, -1.250, 0.485], [-0.779, -1.658, -0.805], [-1.233, -1.959, -1.826], [2.260, -0.142, -0.206], [1.706, 1.527, -0.411], [1.094, 0.257, -1.485], [0.593, 0.401, 1.529], [-0.849, 1.665, -0.740], [-1.024, 1.962, 0.989], [-1.914, 0.649, 0.220], [-0.960, -1.433, 1.259], [0.647, -1.902, 0.704]]
}